Record 1
Molecular formula: CH6OS
Method: DFT, ωB97M-V/def2-TZVPD

* total charge: 0
* DFT total energy: -14016.03077 eV
* SMILES: CO.S
* E_HOMO: -9.83 eV
* lowest unoccupied orbital energy: 0.81 eV

Geometry as XYZ:
```
9
Properties=species:S:1:pos:R:3:lowdin_charge:R:1
S 2.8666 0.1349 -2.5163 0.4341
O -1.7080 0.5758 2.4179 -0.0913
C -1.3154 -0.0007 1.2198 -0.1893
H 3.2708 0.2384 -3.8275 -0.2016
H -2.5932 0.7744 2.2525 0.0392
H -2.1741 -0.2938 0.6391 0.0692
H -0.7478 0.6544 0.5672 0.0700
H 3.1240 -1.1600 -2.2832 -0.2335
H -0.7228 -0.9235 1.5306 0.1032
```

Record 2
Molecular formula: C29H81N9O8
Method: DFT, ωB97M-V/def2-TZVPD

* total charge: 0
* DFT total energy: -61172.78630 eV
* SMILES: COC[C@H](C)N.COC[C@H](C)N.COC[C@H](C)N.COC[C@H](C)N.COC[C@H](C)N.COC[C@H](C)N.COC[C@H](C)N.NC(N)=O
* E_HOMO: -8.89 eV
* lowest unoccupied orbital energy: 0.49 eV

Geometry as XYZ:
```
127
Properties=species:S:1:pos:R:3:lowdin_charge:R:1
O 2.5117 4.9659 1.9021 -0.1729
O -1.9544 2.8542 1.7182 -0.2192
O 3.8756 -1.8858 5.1248 0.0003
O 0.4256 -3.6939 -5.2312 -0.1894
O -1.1101 -3.1160 3.0844 -0.2104
O -2.1258 -3.0504 -1.2552 -0.2359
O 1.9326 0.8513 -2.0690 -0.2281
O -1.4565 8.4062 -0.3297 -0.2185
N -3.5885 -3.9541 2.1288 0.0737
N 2.8430 -3.2793 3.5811 0.1373
N 3.0339 -1.0118 3.1886 0.1380
N 2.6418 3.1858 -0.0730 0.1013
N -4.1582 7.3095 -0.7442 0.0120
N 2.7261 -0.9078 -5.8060 0.0226
N 1.9217 -1.7480 0.6643 0.0375
N -0.9988 -0.7145 1.1521 0.0557
N 0.1751 -4.5455 0.2672 0.0533
C -0.2996 -4.4918 -1.0975 -0.4451
C -1.9398 -3.8895 3.8821 -0.2583
C 3.3804 -3.3136 -5.1195 -0.0531
C 1.3398 -0.0369 -1.1430 -0.2174
C 1.7335 4.3776 2.8742 -0.1344
C -1.8647 -4.4311 -1.3995 -0.1834
C -0.2432 -2.3378 3.8668 -0.1136
C 0.2107 -5.6025 -1.9926 -0.0636
C -3.5110 -2.7692 -1.3022 -0.1083
C -1.9107 0.4641 1.0561 -0.3878
C -1.3641 1.5882 1.9403 -0.2092
C 0.9284 1.4222 -2.8763 -0.1157
C -2.2700 3.6830 2.8899 -0.0396
C 4.8567 2.3376 0.6272 -0.0452
C 3.2713 -2.0617 4.0572 -0.6627
C 1.0046 -2.4100 -5.1300 -0.2377
C 3.7434 4.2766 1.7541 -0.2012
C -0.1439 9.0000 -0.3146 -0.0980
C 2.3761 -2.3292 -5.7623 -0.4526
C -3.3652 -3.6951 3.5741 -0.4366
C -3.3621 0.0762 1.0831 -0.0370
C -1.6591 7.2565 -1.2115 -0.1709
C -3.3508 5.2912 -1.6264 -0.0713
C 3.6731 -1.1459 -1.0214 -0.0473
C -0.9641 -3.5993 -5.0120 -0.1204
C -2.9482 6.5218 -0.7558 -0.4252
C 2.4438 -0.6673 -0.2435 -0.3736
C 3.4743 2.9581 1.0765 -0.4508
C -4.3120 -4.5613 4.4463 -0.0499
H -4.4338 5.1460 -1.6111 0.0656
H 1.2964 -5.5950 -1.7215 0.0916
H -4.0370 -3.4903 -0.6825 0.0657
H -1.2498 -1.3178 0.3829 0.0555
H 1.0739 -1.3400 1.0912 0.0459
H 3.6312 -0.2427 3.4262 0.0894
H -2.0991 -4.8170 -2.4507 0.1297
H -1.5160 1.3512 2.9921 0.1215
H 0.7223 0.5312 -0.4291 0.0957
H -3.5383 -2.6388 3.8796 0.1398
H -1.6170 0.8278 0.0566 0.1329
H -1.8867 -3.6033 4.9155 0.1152
H 4.1277 -0.3498 -1.6122 0.0748
H 0.4092 -1.6130 -5.6878 0.1400
H -3.7050 -0.5001 0.2755 0.0188
H -3.6444 -0.3935 2.0324 0.0862
H 2.2900 -3.4717 2.7317 0.1001
H -2.5095 -4.9438 -0.6403 0.1251
H 4.3398 -1.5202 -0.2920 0.0585
H -5.3720 -4.1339 4.4603 0.0991
H -2.9308 4.3241 -1.2497 0.0656
H -4.1710 8.0038 -0.0195 0.0654
H 5.4319 3.0564 0.0393 0.0743
H -0.2131 9.8749 0.3836 0.1014
H 0.1906 -5.2580 -3.0107 0.0505
H -2.8887 6.1608 0.2647 0.1205
H -4.0534 -4.3739 5.4799 0.0657
H -0.1752 -6.6098 -1.8405 0.0842
H 0.2877 -1.5101 3.4034 0.0657
H -1.5107 -3.0223 -5.7961 0.1048
H 4.2626 4.0545 2.6890 0.1299
H -0.2990 1.6503 1.7331 0.1056
H -2.9949 -3.3859 1.5813 0.0236
H -3.9461 1.0090 1.0086 0.0912
H 0.7155 -0.8111 -1.6743 0.1312
H 0.4371 0.6865 -3.5685 0.0917
H 0.9702 5.0790 3.1876 0.0889
H -4.5436 -3.7875 1.8683 0.0671
H 0.5271 8.2463 0.0973 0.0714
H -3.9317 -2.8768 -2.3542 0.1141
H -2.9321 5.2932 -2.6854 0.0857
H -0.3027 -3.7042 0.6346 0.0532
H -1.6406 7.4934 -2.2828 0.1219
H 3.6898 -3.1488 -4.1220 0.0444
H 3.0080 2.2032 1.7814 0.1296
H 3.7056 -0.9158 -6.1504 0.0804
H 0.1441 1.9265 -2.2606 0.0904
H 0.5278 -2.9494 4.3486 0.0847
H -4.3913 7.6887 -1.6542 0.0789
H 3.1140 -4.0484 4.1634 0.0973
H 0.2583 9.1657 -1.3257 0.0833
H -1.3731 -4.5965 -4.9364 0.0811
H 0.0147 -3.5687 -1.5177 0.1054
H 2.7414 0.1889 0.4289 0.1205
H -1.6173 -4.9373 3.7726 0.1466
H -2.9934 3.0943 3.4183 0.0747
H 1.6709 -2.5818 0.1643 0.0437
H -1.1064 -3.1440 -4.0337 0.0713
H -1.3415 3.8200 3.4670 0.0830
H 4.7187 1.5408 -0.1146 0.0509
H 5.4584 1.8551 1.4197 0.0815
H 2.9753 -1.3064 2.2197 0.0307
H -0.8855 -1.8363 4.6164 0.1036
H -2.7228 4.5624 2.4378 0.0818
H 1.9094 3.7921 0.1444 0.0525
H 2.8669 -4.2909 -5.1338 0.0808
H -4.2633 -5.6004 4.1508 0.0746
H 2.8457 -0.5707 -4.8020 0.0937
H -3.7573 -1.8085 -0.8128 0.0597
H -0.8983 6.4826 -1.0692 0.1155
H 1.2282 3.5349 2.4776 0.0514
H 4.2665 -3.3869 -5.7595 0.0758
H -1.1717 -1.3435 1.9478 0.0439
H 1.0234 -2.1197 -4.0553 0.1247
H 1.4920 2.2267 -3.4263 0.1088
H -0.2108 -5.3657 0.7973 0.1068
H 2.3087 2.3230 -0.3751 0.0197
H 4.3890 4.8120 1.0741 0.1254
H 2.3370 -2.7107 -6.8095 0.1474
H 3.5228 -2.0377 -1.6410 0.0724
H 2.3224 3.9969 3.7408 0.1108
```